[1]
DFT (ωB97M-V/def2-TZVPD) results for C42H43GeMnN2OS3 as an isolated structure.

**Multiplicity**: 5
**Max |F|**: 0.59 eV Å⁻¹
**M**: 815.6 u
**Lowest unoccupied orbital energy (spin up / spin down)**: -0.256 / -0.213 Ha
**HOMO level (spin up / spin down)**: -12.8 / -13.0 eV
**HOMO-LUMO gap (spin up / spin down)**: 5.806 / 7.249 eV
**Net charge**: +2

The geometry in XYZ format:
```
93
Properties=species:S:1:pos:R:3:mulliken_spin:R:1
C -3.55 -4.36 -3.15 0.00
C -2.92 2.06 -0.71 0.00
N 4.40 0.28 -0.31 0.05
C 2.22 -2.55 2.87 0.00
H 5.26 1.41 1.26 0.00
H -4.85 -0.65 -1.38 0.00
C -4.32 0.08 -0.78 0.00
C 4.47 1.43 -1.20 -0.03
H -2.26 4.06 -0.84 0.00
H -5.36 -0.41 1.04 0.00
H -3.85 -4.03 0.95 0.00
C 0.99 -2.00 -1.42 -0.01
H 4.47 4.62 -3.39 0.00
C -2.85 -2.20 1.50 0.00
C -3.46 -3.43 1.75 0.00
C -3.59 -3.89 3.05 0.00
H 3.61 -5.29 1.45 0.00
Ge -2.54 -1.49 -0.24 -0.01
H -2.93 6.17 2.71 0.00
C -0.69 4.26 1.02 0.00
C 3.16 -4.31 1.53 -0.01
H 3.27 -3.95 -0.57 0.00
H 6.38 0.29 0.45 0.00
H 5.43 -1.05 -1.65 0.00
C -4.66 0.27 0.57 0.00
S 2.91 2.55 0.77 -0.22
H -1.41 -0.47 -0.26 0.01
C 5.19 2.61 -3.17 -0.03
Mn 2.10 0.62 -0.02 4.15
C -2.22 4.25 3.36 0.00
C 3.73 3.70 -1.61 -0.01
H 1.92 -2.15 3.83 0.00
H 5.13 -0.33 1.57 -0.01
H -2.40 3.26 -2.41 0.00
H -4.01 -5.33 -3.19 0.00
C -3.40 -3.71 -1.93 0.00
H 3.46 -2.40 -2.16 0.00
C -2.35 -1.85 -3.06 0.00
H 1.18 4.19 -0.08 0.00
N 2.18 -1.47 -0.71 0.00
H 5.76 2.62 -4.09 0.00
O 0.21 1.65 -0.85 0.06
C 3.33 -1.44 -1.66 0.01
H -1.58 6.18 0.65 0.00
C -3.11 -3.75 -4.32 0.00
S -0.26 2.96 -1.45 0.01
C 3.74 2.56 -0.80 0.02
H -2.88 3.06 1.19 0.00
H 3.17 4.57 -1.30 0.00
C 2.79 -3.81 2.77 0.00
C -4.12 1.33 1.27 0.00
H -1.87 -0.88 -3.03 0.00
H -2.09 -1.32 4.69 0.00
H 1.23 -2.93 -1.94 0.00
C 2.01 -1.78 1.72 0.03
C 0.11 4.28 -0.25 0.01
C -1.38 3.18 3.07 0.00
C 4.46 3.72 -2.78 0.02
H -3.76 -4.20 -1.04 0.00
C 4.59 -1.03 -0.95 0.00
H 5.77 0.61 -2.71 0.00
C -2.10 3.12 -1.37 0.00
C 5.36 0.43 0.81 0.02
C -2.51 -2.50 -4.27 0.00
H -1.30 2.34 3.75 0.00
C -2.48 -1.91 3.87 0.00
C -3.27 2.22 0.64 0.00
H -2.16 -2.03 -5.18 0.00
H -1.84 -0.50 2.39 0.00
H -4.06 -4.84 3.24 0.00
H 4.82 -1.73 -0.16 0.00
C 2.41 -2.28 0.49 -0.02
C -2.80 -2.45 -1.88 0.00
S 1.16 -0.23 1.86 -0.12
H -3.24 0.89 -2.47 0.00
H -3.23 -4.25 -5.27 0.00
C -1.53 5.33 1.32 0.00
H -3.21 -3.49 5.12 0.00
C -3.45 0.99 -1.41 0.00
C 5.20 1.46 -2.38 0.02
C -2.35 -1.44 2.57 0.01
C 2.97 -3.55 0.39 0.00
H -2.80 4.25 4.27 0.00
H -4.39 1.48 2.31 0.00
H -0.07 5.19 -0.83 0.00
H 3.08 -0.71 -2.43 -0.01
H 0.63 -1.27 -2.14 0.02
C -0.62 3.19 1.91 0.00
C -2.29 5.33 2.48 0.00
H 2.95 -4.40 3.66 0.00
H 0.22 -2.21 -0.68 0.02
C -3.10 -3.13 4.11 0.00
H 0.03 2.35 1.69 0.01
```

***

[2]
DFT (ωB97M-V/def2-TZVPD) results for C42H43N8O4RhS as an isolated structure.

**Max |F|**: 3.27 eV Å⁻¹
**M**: 858.8 u
**Lowest unoccupied orbital energy (spin up / spin down)**: -0.039 / -0.039 Ha
**HOMO level (spin up / spin down)**: -6.5 / -6.5 eV
**HOMO-LUMO gap (spin up / spin down)**: 5.441 / 5.438 eV

The geometry in XYZ format:
```
99
Properties=species:S:1:pos:R:3:mulliken_charge:R:1
C -4.37 -2.41 0.34 0.05
N -0.77 -1.32 -0.26 0.40
H -1.64 -0.78 3.83 0.21
H -2.33 -0.62 -5.66 0.42
C 1.79 -3.84 2.88 -0.99
N -0.48 1.75 -1.37 1.92
C 1.36 -1.35 -2.99 -0.27
O 1.10 0.81 4.29 -0.69
H 2.24 -0.79 -3.30 0.51
H -7.57 -4.40 -0.91 0.21
H -1.66 -1.77 5.30 0.50
S -1.66 -2.30 0.69 1.46
C 2.83 1.09 0.44 0.50
H 5.44 0.06 2.39 0.48
H -2.17 -4.46 -1.18 0.55
H -3.39 1.59 -1.02 0.37
C 0.31 -3.25 4.66 -0.86
H 3.49 6.18 0.17 0.34
N 0.83 -1.03 -1.82 0.51
H -0.24 0.68 -5.79 0.43
O -2.10 -1.48 1.79 -0.89
H 1.88 5.07 1.55 0.48
C -3.16 -2.92 -0.08 -0.54
C 1.56 -2.64 2.25 0.95
C -5.53 -4.17 -0.82 1.21
C -0.28 -1.71 -1.42 -0.67
C -0.50 2.95 3.35 -0.80
H 3.93 5.54 -1.42 0.33
C -1.96 -0.10 -4.79 -1.06
C -1.03 2.84 -0.83 -0.30
C 2.20 4.13 1.09 -1.72
O -0.87 -3.46 1.03 -0.77
H 0.83 3.04 -3.40 0.24
C 4.93 2.24 -0.11 -0.80
C -4.30 -4.66 -1.26 -1.09
H 3.29 3.32 -2.01 0.84
H 1.76 4.81 -0.78 0.35
N -0.37 1.82 1.25 1.30
H 6.70 1.60 0.91 0.42
C 0.99 2.05 -3.83 -1.13
H 1.28 -2.63 -4.73 0.44
H 1.41 3.40 1.16 0.63
C -1.03 -1.17 4.64 -1.69
C -2.68 -0.13 -3.61 -1.02
C 3.55 2.08 -0.25 1.24
H 1.89 -3.27 0.26 0.58
H -6.49 -2.63 0.33 0.29
H -0.63 -0.34 5.22 0.28
H -3.60 -0.70 -3.57 0.40
H 5.46 2.94 -0.74 0.61
H -1.75 4.85 0.83 0.60
H 1.80 2.63 -1.29 -1.51
C -0.30 -2.99 -3.29 -0.51
H 2.43 -4.56 2.39 0.47
H -4.28 -5.55 -1.88 0.27
C -3.05 0.58 -1.23 -2.10
H -6.68 -5.56 -1.80 0.21
C 0.05 -2.03 4.07 1.51
H 3.06 3.73 1.63 0.40
N 2.56 4.36 -0.32 0.22
C 0.84 -2.36 -3.79 -1.28
C -0.15 1.86 2.57 0.86
C 3.71 5.27 -0.39 -0.88
H -0.79 -3.78 -3.85 0.53
H -2.45 0.25 -0.38 0.17
C -3.12 -4.05 -0.88 -0.48
H -4.36 -1.54 0.98 0.57
H -3.91 -0.08 -1.32 0.51
C 0.56 0.69 3.19 -1.92
N 0.66 -0.39 2.39 2.67
H -1.45 4.89 3.33 0.46
H 1.41 -5.10 4.58 0.38
C -5.55 -3.02 -0.03 -1.10
C 1.21 -4.15 4.10 -1.07
H 3.27 -2.43 0.98 0.52
H 1.78 1.56 -3.28 0.10
C 2.78 3.06 -1.08 0.51
H 3.08 -0.30 2.07 0.68
C -1.12 4.04 2.74 -0.80
C -1.29 4.03 1.37 -0.86
H 1.84 -1.51 0.44 -0.13
O -1.54 3.77 -1.47 -0.78
C -0.99 1.21 -2.53 -1.53
H -0.30 2.93 4.41 0.62
C 2.18 -2.44 0.91 -1.48
C 5.63 1.49 0.81 -0.97
N -0.85 -2.69 -2.14 -0.09
H 4.58 4.79 0.05 0.44
C -0.78 0.61 -4.86 -0.96
H 1.30 2.16 -4.87 0.52
Rh 0.79 0.39 0.13 -0.46
C 0.75 -1.65 2.88 -0.28
C -0.28 1.26 -3.74 1.42
C -2.24 0.54 -2.48 2.09
C 3.57 0.40 1.42 -0.57
C -0.89 2.91 0.65 0.32
H -0.20 -3.51 5.57 0.41
C 4.93 0.61 1.62 -1.31
N -6.69 -4.86 -1.08 -0.52
```

***

[3]
DFT (ωB97M-V/def2-TZVPD) results for C42H44As2N5O3SV as an isolated structure.

**Multiplicity**: 2
**Max |F|**: 3.99 eV Å⁻¹
**M**: 899.7 u
**Lowest unoccupied orbital energy (spin up / spin down)**: -0.087 / -0.086 Ha
**HOMO level (spin up / spin down)**: -9.2 / -8.2 eV
**HOMO-LUMO gap (spin up / spin down)**: 6.863 / 5.865 eV
**Net charge**: +1

The geometry in XYZ format:
```
98
Properties=species:S:1:pos:R:3:mulliken_spin:R:1
H 6.62 -4.27 -2.53 0.00
C -2.73 3.49 0.60 0.00
H 0.51 -2.69 3.78 0.00
H -5.15 2.43 -2.31 0.00
C -7.25 -2.54 -0.62 0.00
V -0.28 -0.09 -0.36 1.21
H 0.16 5.04 1.46 0.00
H -6.29 -2.13 -3.84 0.00
C 5.08 2.04 0.39 0.00
C -3.14 5.50 1.90 0.00
H -4.67 4.23 1.14 0.00
H -3.83 6.19 2.35 0.00
O 2.71 -1.21 1.56 0.00
C -2.79 -3.53 -0.36 0.00
C 2.02 0.41 -1.31 -0.01
C 5.30 0.11 1.81 0.00
C 0.94 -4.04 -0.68 0.02
H -1.62 1.22 1.80 -0.01
H 6.69 -0.57 -0.39 0.00
H -8.13 -2.77 -0.03 0.00
C -1.17 0.35 2.28 0.01
C 0.44 -3.19 -2.87 0.00
C 5.79 2.78 1.31 0.00
H -4.37 0.77 1.50 0.00
H -1.40 6.60 2.48 0.00
S -3.32 -1.81 0.07 0.01
C 0.00 -1.82 3.38 0.01
N -0.03 -1.87 -0.94 0.03
C 4.71 -3.42 -2.08 0.00
N 1.65 -0.10 -0.12 -0.11
C 6.01 0.86 2.72 0.00
C -1.17 0.23 3.65 0.01
C 6.10 -3.45 -2.06 0.00
C -7.34 -2.48 -2.00 0.00
H 4.73 2.50 -0.52 0.00
H -5.95 -2.35 1.08 0.00
H 5.11 -0.94 1.99 0.00
H -0.50 -1.00 5.29 0.00
C 6.26 2.20 2.48 0.00
H -5.44 0.65 0.10 0.00
C -1.78 5.73 1.98 0.00
C -4.92 -2.03 -0.77 0.00
H -0.76 3.55 -2.37 0.00
H -5.26 3.71 -1.10 0.00
As -0.11 2.44 -0.18 0.06
C 6.80 -2.43 -1.45 0.00
H -8.28 -2.66 -2.49 0.00
H 1.52 2.34 1.77 0.00
C 1.55 2.83 0.79 0.01
H 0.44 -3.28 -3.94 0.00
H 1.33 -5.12 -2.49 0.00
C -1.35 3.71 0.71 0.01
H -3.98 3.75 -2.31 0.00
H 4.15 -4.20 -2.57 0.00
C -0.90 4.83 1.39 0.00
C 0.16 3.54 -1.78 0.00
H -3.61 -4.21 -0.19 0.00
C 6.13 -1.38 -0.85 0.00
N 3.36 0.55 -1.39 0.00
C -0.04 -2.05 -2.26 -0.03
As -3.38 2.01 -0.52 0.00
H 0.96 3.12 -2.38 0.00
N 0.36 -2.70 1.21 0.01
H 6.82 2.79 3.19 0.00
H 0.89 -3.40 1.73 0.00
C -6.04 -2.31 0.01 0.00
H 2.38 2.41 0.23 0.00
O 1.18 0.68 -2.17 -0.01
C 4.82 0.70 0.64 0.00
C -6.22 -2.18 -2.76 0.00
C 0.94 -4.22 -2.05 -0.02
H -2.51 -3.55 -1.41 0.00
H -1.94 -3.80 0.26 0.00
H 5.99 3.83 1.11 0.00
H -1.63 0.99 4.27 0.00
H 2.96 -2.33 -1.52 0.00
C -5.00 -1.96 -2.15 0.00
C 2.73 -0.58 0.53 0.01
C 0.43 -2.85 -0.15 -0.06
O -2.53 -0.89 -0.79 -0.02
H -0.45 -1.23 -2.84 0.00
C -0.55 -0.88 4.22 -0.02
C 3.99 -0.16 -0.28 0.00
H 7.88 -2.43 -1.46 0.00
C -3.60 4.39 1.21 0.00
H 1.74 3.89 0.91 0.00
C 4.04 -2.37 -1.48 0.00
H 1.32 -4.80 -0.02 0.00
H -4.11 -1.73 -2.72 0.00
N -0.64 -0.56 1.45 -0.07
H 3.84 0.70 -2.26 0.00
C -0.09 -1.66 2.00 -0.01
C 4.74 -1.35 -0.84 0.00
H 0.41 4.57 -1.50 0.00
C -4.57 3.10 -1.67 0.00
H -5.42 2.13 1.06 0.00
H 6.37 0.39 3.62 0.00
C -4.81 1.33 0.67 0.00
```

***

[4]
DFT (ωB97M-V/def2-TZVPD) results for C42H44ClN3O5SiTeTi as an isolated structure.

**Max |F|**: 5.25 eV Å⁻¹
**M**: 909.8 u
**Lowest unoccupied orbital energy**: -0.039 Ha
**HOMO level**: -7.1 eV
**HOMO-LUMO gap**: 6.020 eV

The geometry in XYZ format:
```
98
Properties=species:S:1:pos:R:3:mulliken_charge:R:1
H 5.79 -1.91 -3.19 0.38
C -2.81 1.81 4.44 0.27
H -1.34 1.86 8.89 0.39
H -1.05 -5.56 -5.01 0.37
C 0.93 6.04 0.36 -0.31
H -2.57 -3.09 -8.89 0.33
H -2.82 0.45 -3.80 0.25
H 4.55 -0.29 5.51 0.32
H -5.97 3.06 4.15 0.45
C -5.00 2.70 3.85 -0.68
C -1.98 -2.27 -4.30 -0.62
H 1.38 0.97 5.66 0.26
C 3.14 -2.61 -2.54 -0.49
C -1.86 1.62 5.46 0.18
C 1.12 -0.20 3.55 0.07
C 2.34 -0.18 3.35 -0.22
O -3.47 -1.13 2.90 -0.64
C -2.98 -1.38 -4.86 0.88
C 4.99 0.53 1.93 -1.03
H 5.85 0.12 1.35 0.36
C 5.11 -1.61 -3.98 -1.48
H 5.02 -1.92 4.93 0.30
H 0.38 -4.27 -1.38 0.26
Ti -0.32 0.72 2.87 0.06
C 0.17 1.66 7.32 -0.70
H -5.03 3.14 1.61 0.34
O -2.79 -1.30 0.63 -0.56
O -1.18 -0.99 2.40 -0.70
H 1.08 1.67 7.95 0.37
H 0.81 7.16 0.53 0.22
H 3.45 -3.06 2.87 0.37
C -1.12 1.79 7.82 -0.78
H -3.90 -0.72 -2.98 0.28
Si 4.13 -0.62 3.11 0.26
C 3.66 -1.69 -3.48 0.28
H 0.97 -3.01 -0.28 0.32
C 1.31 5.77 -0.94 -0.41
H 1.72 4.21 -2.39 0.45
N -2.43 1.66 3.16 0.54
N -0.59 1.31 5.05 0.75
C 2.73 -0.84 -4.01 -0.53
H 1.08 2.47 -0.91 0.57
C -3.55 -0.35 -3.97 -1.57
C 1.43 4.48 -1.39 -0.41
C 1.80 -2.73 -2.20 1.10
C 1.16 3.45 -0.52 -0.88
H 3.32 -2.15 1.38 0.02
H -3.00 1.89 1.18 0.50
H 0.23 5.34 2.35 0.32
H -5.50 2.53 6.43 0.42
H -3.79 -1.72 -8.63 0.34
H -4.05 -0.77 -6.64 0.23
C 0.93 -1.74 -2.74 -0.18
C 3.95 -2.29 2.28 -0.86
H -4.42 0.16 -4.41 0.43
C -3.02 -2.67 -6.90 1.07
C -4.47 2.76 2.49 -1.09
H 0.20 -4.44 -4.44 0.27
C 1.26 -3.65 -1.11 -1.65
H 6.06 -0.51 4.68 0.36
H 4.91 -2.75 1.91 0.34
C -3.30 2.06 2.22 -0.25
C -3.51 2.21 7.16 -0.78
C -4.14 2.20 4.85 0.61
H 5.30 -0.60 -4.32 0.37
H 2.99 -0.13 -4.78 0.35
Cl -2.48 -1.69 1.97 1.73
H -0.22 -0.05 -4.82 0.30
C -3.35 -1.53 -6.20 -1.03
N 0.11 1.40 1.20 -0.07
H 4.28 0.90 1.18 0.26
C -2.18 1.95 6.83 0.65
O 0.18 2.79 2.91 -0.71
H 5.23 -2.28 -4.82 0.29
C 0.32 2.60 1.58 1.03
C 0.59 3.79 0.74 0.47
H 1.48 6.60 -1.65 0.30
C 0.52 5.09 1.27 -0.48
C 1.41 -0.78 -3.62 0.70
C -1.75 -3.50 -4.98 1.07
C 0.39 1.32 5.98 -0.15
H -1.19 -4.81 -3.37 0.22
H -0.04 0.78 -3.24 0.27
H -4.25 -3.58 -8.46 0.25
H 1.95 -4.42 -0.69 0.40
C -0.88 -4.60 -4.41 -1.36
Te -1.23 -1.94 -2.34 0.55
C -4.49 2.34 6.19 -0.86
C -3.45 -2.78 -8.31 -1.26
H -3.74 2.38 8.20 0.39
C 5.07 -0.86 4.72 -1.12
C -2.22 -3.64 -6.29 -0.73
O -2.23 -3.10 2.02 -0.62
C 0.47 0.36 -4.10 -1.50
H -2.00 -4.66 -6.79 0.14
H 1.14 1.16 -4.58 0.38
H 3.82 -3.35 -2.05 0.30
H 5.43 1.44 2.35 0.34
```

***

[5]
DFT (ωB97M-V/def2-TZVPD) results for C42H44O3P2RuS as an isolated structure.

**Multiplicity**: 5
**Max |F|**: 4.93 eV Å⁻¹
**M**: 791.9 u
**Lowest unoccupied orbital energy (spin up / spin down)**: -0.225 / -0.344 Ha
**HOMO level (spin up / spin down)**: -12.7 / -13.3 eV
**HOMO-LUMO gap (spin up / spin down)**: 6.584 / 3.963 eV
**Net charge**: +2

The geometry in XYZ format:
```
93
Properties=species:S:1:pos:R:3:mulliken_spin:R:1
C 7.06 -5.36 -1.28 0.00
S 3.40 -0.48 -1.54 -0.06
O 4.12 0.36 -2.50 0.44
H -4.46 -4.64 2.06 0.00
H -4.70 -2.66 3.54 0.00
C 4.46 -1.93 -1.43 0.00
C 4.81 -4.29 -1.78 0.00
H -0.70 -3.14 0.63 0.00
H 7.89 -5.22 -1.98 0.00
H -6.22 0.66 0.73 0.00
H 1.99 1.49 -2.61 0.00
H -2.04 2.88 -1.83 -0.01
H -2.39 -4.91 0.70 0.00
H 1.24 -2.35 1.75 0.00
C 2.43 0.55 4.67 0.00
H 2.95 -3.27 -2.18 0.00
C -3.55 1.82 1.64 -0.12
C -3.25 3.68 -0.15 0.01
C -3.79 -2.78 2.94 -0.01
C 6.59 -2.94 -0.88 0.00
H 3.32 5.58 -2.84 0.00
H 7.51 -5.48 -0.28 0.00
H -3.79 3.91 1.94 -0.01
C -0.56 2.08 0.71 0.30
C 2.63 4.84 -2.44 0.05
H 2.40 0.33 6.80 0.00
C 1.92 2.55 -2.35 0.04
C 0.57 -0.48 3.57 0.01
C 3.98 -3.17 -1.83 0.00
C -2.77 -1.81 3.00 0.01
C -0.94 1.57 -3.76 0.05
P -0.30 1.67 -1.09 0.55
C 0.83 2.97 -1.52 0.05
H -5.49 2.31 -1.00 0.00
C 6.13 -4.19 -1.32 0.00
C -1.66 -1.86 2.12 -0.03
Ru -2.36 1.14 0.28 1.48
C -1.56 -3.00 1.29 0.02
C 0.04 -1.01 4.75 0.00
C -0.67 1.11 1.78 -0.02
H 1.98 -0.93 1.03 0.01
H 2.13 0.62 2.51 0.00
H -3.96 -0.31 1.80 0.02
H 7.61 -2.85 -0.49 0.00
H -0.06 4.57 -0.32 0.01
C -1.23 -0.55 -2.54 0.11
C 0.73 -0.70 5.93 0.00
C -3.56 1.45 -1.40 0.04
C -5.25 0.48 0.22 0.02
H -0.55 3.14 1.02 0.04
C 1.59 5.25 -1.59 -0.02
C -4.08 0.58 1.16 0.09
C 2.84 3.49 -2.78 -0.03
H -0.53 2.58 -3.82 0.00
H 3.34 1.15 4.62 0.00
H -1.94 1.70 -5.67 0.00
H -2.22 -2.08 -3.64 0.00
H -5.33 -0.56 -0.12 -0.01
C -0.78 0.79 -2.60 0.13
H 0.32 -1.07 6.86 0.00
H 0.73 -1.72 0.16 0.00
C -5.02 1.32 -1.06 0.02
H -5.07 3.21 0.94 0.00
H -0.89 -1.60 4.71 0.00
H -3.12 1.82 2.65 -0.01
H -1.08 -1.15 -1.63 0.00
C -2.52 -4.02 1.31 0.00
C 5.76 -1.82 -0.91 -0.01
C -1.90 -1.04 -3.65 0.02
H -3.23 0.94 -2.31 -0.03
H -2.87 -0.98 3.72 0.00
C 1.04 -1.46 1.15 0.03
H 6.11 -0.86 -0.53 0.00
H 6.54 -6.28 -1.54 0.00
C -3.99 3.20 1.13 0.05
H -3.91 4.25 -0.81 0.01
C -2.77 2.58 -1.05 -0.03
H 3.68 3.15 -3.38 0.00
O 3.37 0.05 -0.18 0.34
H 1.46 6.30 -1.34 0.00
C 0.71 4.30 -1.06 0.05
O 2.11 -0.98 -2.03 0.34
H -5.51 0.81 -1.91 0.00
H -2.42 4.35 0.15 0.00
P -0.30 -0.65 2.02 0.04
H -0.83 1.62 2.75 -0.03
C -1.70 1.08 -4.82 0.00
C -2.17 -0.23 -4.76 0.03
H -2.74 -0.65 -5.59 0.00
C 1.89 0.08 5.88 0.00
H 4.45 -5.27 -2.09 0.00
C 1.76 0.26 3.49 0.00
C -3.67 -3.88 2.10 0.00
```